Computed, not measured: a single C4H8N2O molecule at a distorted geometry, with wB97M-V/def2-TZVPD.

Structure (XYZ):
```
15
Properties=species:S:1:pos:R:3:nbo_charge:R:1
C 0.70299 0.48294 -1.46784 -0.10
C 0.19651 0.43027 -0.27043 0.12
C -0.21984 -1.78609 0.72968 -0.63
C -0.33320 -0.26785 0.91207 -0.02
N 0.52880 1.81556 -1.83743 -0.47
N -0.12438 2.45139 -0.74931 -0.51
O -1.70774 0.14097 0.91211 -0.72
H 0.89792 -0.32750 -2.10579 0.22
H -1.21880 -2.14509 1.23295 0.25
H 0.69920 -2.22717 1.33571 0.22
H -0.23190 -2.18562 -0.33526 0.22
H 0.06785 -0.00257 1.84327 0.20
H 0.44890 2.16733 -2.80730 0.39
H 0.46169 2.66379 0.04999 0.34
H -1.78294 0.74106 0.13397 0.50
```

Summary:
* LUMO (spin up / spin down): 0.305 / 0.305 eV
* E: -9299.46476 eV
* HOMO (spin up / spin down): -8.17 / -8.17 eV
* energy relative to the best compared isomer or geometry (same formula, charge and spin): 6.928 eV